{"formula": "C30H65F2N6O4S2", "method": "ωB97M-V/def2-TZVPD", "elements": ["C", "C", "N", "C", "C", "N", "C", "C", "H", "H", "H", "H", "H", "H", "H", "H", "H", "H", "H", "C", "C", "C", "N", "C", "C", "C", "C", "C", "H", "H", "H", "H", "H", "H", "H", "H", "H", "H", "H", "H", "H", "H", "H", "H", "H", "H", "C", "C", "C", "N", "C", "C", "C", "C", "C", "H", "H", "H", "H", "H", "H", "H", "H", "H", "H", "H", "H", "H", "H", "H", "H", "H", "H", "C", "C", "C", "N", "C", "C", "C", "C", "C", "H", "H", "H", "H", "H", "H", "H", "H", "H", "H", "H", "H", "H", "H", "H", "H", "H", "H", "N", "S", "O", "O", "F", "S", "O", "O", "F"], "xyz": [[2.194, 5.860, -2.906], [0.952, 5.882, -1.930], [1.213, 5.031, -0.861], [0.481, 5.010, 0.352], [0.883, 3.800, 0.991], [1.696, 3.080, 0.140], [1.984, 3.883, -0.916], [2.330, 1.795, 0.359], [3.186, 5.624, -2.521], [2.328, 6.843, -3.360], [2.098, 5.086, -3.668], [0.044, 5.485, -2.383], [0.765, 6.863, -1.493], [-0.217, 5.807, 0.561], [0.567, 3.447, 1.961], [2.421, 3.432, -1.794], [1.845, 1.101, -0.328], [2.026, 1.439, 1.343], [3.412, 1.919, 0.314], [2.685, -2.534, 1.547], [3.675, -2.944, 0.543], [4.607, -1.733, 0.231], [5.569, -1.839, -1.004], [6.209, -3.294, -1.030], [6.694, -0.797, -0.942], [6.045, 0.461, -1.617], [5.008, -0.098, -2.592], [4.796, -1.546, -2.284], [1.880, -3.225, 1.797], [2.102, -1.735, 1.087], [3.115, -2.176, 2.482], [3.220, -3.238, -0.403], [4.304, -3.656, 1.078], [5.288, -1.584, 1.069], [4.016, -0.829, 0.084], [6.964, -3.438, -1.803], [5.326, -3.922, -1.151], [6.623, -3.362, -0.024], [7.521, -1.194, -1.531], [6.961, -0.672, 0.107], [6.819, 1.076, -2.076], [5.643, 1.040, -0.786], [5.641, -0.117, -3.480], [4.126, 0.535, -2.695], [5.300, -2.139, -3.047], [3.762, -1.882, -2.220], [-2.364, 4.162, -1.304], [-2.922, 2.973, -0.470], [-4.468, 2.939, -0.352], [-4.997, 1.945, 0.732], [-4.458, 2.358, 2.171], [-4.626, 0.558, 0.248], [-6.037, -0.217, 0.364], [-7.045, 0.641, 1.014], [-6.523, 2.057, 0.739], [-2.319, 5.185, -0.929], [-2.946, 4.294, -2.216], [-1.313, 4.016, -1.551], [-2.328, 2.884, 0.440], [-2.676, 2.026, -0.949], [-4.878, 2.638, -1.316], [-4.884, 3.928, -0.159], [-4.730, 3.408, 2.063], [-3.376, 2.335, 2.306], [-5.013, 1.794, 2.921], [-3.819, 0.112, 0.829], [-4.345, 0.618, -0.803], [-5.796, -1.152, 0.870], [-6.424, -0.423, -0.634], [-7.275, 0.381, 2.048], [-8.032, 0.512, 0.570], [-6.911, 2.719, 1.514], [-6.805, 2.254, -0.295], [0.275, -2.702, 4.648], [-1.128, -2.977, 4.039], [-1.133, -3.983, 2.825], [-2.372, -4.008, 1.904], [-3.618, -4.524, 2.621], [-2.501, -2.646, 1.152], [-1.860, -2.860, -0.294], [-1.145, -4.192, -0.241], [-2.015, -4.952, 0.770], [0.197, -2.110, 5.559], [0.812, -2.079, 3.932], [0.863, -3.607, 4.805], [-1.514, -1.968, 3.891], [-1.756, -3.457, 4.790], [-1.039, -5.011, 3.176], [-0.329, -3.611, 2.190], [-3.870, -4.074, 3.581], [-3.332, -5.544, 2.879], [-4.421, -4.457, 1.887], [-3.557, -2.422, 0.997], [-1.968, -2.056, 1.897], [-2.655, -2.906, -1.039], [-1.158, -2.027, -0.332], [-1.148, -4.684, -1.214], [-0.132, -4.030, 0.128], [-3.004, -5.143, 0.353], [-1.623, -5.853, 1.244], [1.865, 1.020, -3.065], [0.883, -0.315, -2.605], [0.979, -1.478, -3.464], [-0.379, -0.092, -1.930], [1.780, -0.804, -1.337], [0.867, 1.660, -3.902], [0.061, 2.687, -3.263], [0.341, 0.980, -5.104], [1.931, 2.740, -4.531]], "forces_ev_per_angstrom": [[-0.62, 0.15, -0.40], [1.53, 1.51, -2.37], [-0.56, -3.04, 4.86], [2.60, -0.36, -3.35], [0.37, -1.14, -0.67], [-0.67, 2.97, 1.54], [-2.58, -0.14, -0.41], [-0.63, -0.72, 0.70], [-0.13, 0.22, 1.08], [-0.30, -0.16, -0.20], [-0.57, 0.25, -0.26], [0.01, 0.24, -0.49], [-0.01, 0.15, -0.33], [-0.05, -0.05, 0.38], [0.10, -0.15, 0.04], [0.56, 0.51, -0.36], [0.72, -0.01, -0.33], [0.26, 0.20, 0.15], [-0.14, -0.31, -0.27], [-2.03, 1.43, 0.43], [2.08, 0.40, -0.56], [0.90, -0.21, -0.30], [-0.02, -1.42, 0.24], [-1.55, 1.70, 0.91], [-1.30, 0.23, -0.68], [0.65, -0.69, 1.90], [1.47, 0.96, -0.54], [0.45, -1.07, 0.24], [0.56, -0.68, -0.03], [-0.12, 0.64, 0.23], [0.09, -0.03, -0.04], [0.01, -0.67, 0.24], [0.01, -0.74, -0.95], [-0.13, 0.11, 0.11], [0.07, 0.06, -0.17], [-0.26, 0.40, -0.01], [0.53, -0.37, -0.05], [0.17, -0.50, -0.21], [-0.02, 0.03, 0.15], [0.23, 0.05, -0.24], [-0.17, -0.07, -0.10], [-0.33, 0.25, -0.09], [-0.96, 0.40, -0.72], [0.18, -0.31, -0.20], [-0.25, -0.12, 0.01], [0.16, 0.00, 0.23], [-0.19, -0.09, -0.31], [0.13, 0.06, -0.35], [0.65, 0.47, 1.08], [1.57, 1.16, -0.11], [-1.02, 0.54, -2.23], [-2.52, -0.47, 0.15], [2.29, -1.16, -0.99], [-0.73, 0.61, 0.92], [-0.39, -1.48, 0.32], [-0.80, -0.06, 1.07], [0.30, -0.29, -0.28], [-0.07, -0.78, -0.49], [-0.57, 0.30, 0.63], [0.34, 0.18, -0.55], [-0.08, -0.26, 0.15], [-0.04, -0.03, 0.38], [-0.10, 0.05, 1.16], [-0.19, -0.62, -0.40], [0.08, 0.21, -0.11], [-0.16, 0.26, 0.12], [0.13, -0.01, 0.22], [-0.56, -0.12, -0.06], [0.52, -0.33, -0.11], [0.64, 0.39, 0.32], [0.10, 0.16, -0.34], [0.41, 0.60, -0.54], [-0.06, 0.70, 0.26], [-0.30, -0.27, -0.97], [-0.24, -1.06, 0.68], [-0.38, 1.91, 0.38], [0.62, 0.71, 0.00], [1.06, -0.30, -0.44], [0.15, -1.78, 0.01], [-0.10, 0.79, 2.11], [-0.45, -0.18, 0.92], [-0.53, -0.30, 0.26], [-0.11, -0.33, 0.06], [0.27, 0.01, -0.07], [-0.09, 0.05, 0.23], [-0.50, -0.22, -0.63], [-0.07, 0.30, 0.25], [0.44, 0.18, -0.06], [0.15, -0.77, -0.20], [0.29, 0.69, -0.37], [-0.53, -0.23, -0.25], [-0.09, -0.26, 0.35], [0.07, 0.19, 0.67], [-0.34, 1.01, -0.88], [0.23, 0.59, -0.02], [-0.23, 0.02, -1.14], [0.21, -0.08, 0.20], [0.08, -0.43, -0.18], [0.20, -0.46, -0.43], [0.08, -0.08, -0.42], [1.46, -6.17, 5.39], [0.61, -4.46, 0.41], [0.08, 2.42, 0.95], [1.17, 1.12, -0.77], [0.40, 0.67, -0.03], [-3.78, 7.51, -9.79], [-0.80, -0.91, 1.07], [0.81, 0.99, 3.74], [0.12, -0.76, -0.05]], "s_squared": 0.7644, "spin_multiplicity": 2, "charge": 4, "gap_ev": [7.43, 3.06], "lumo_ev": [-11.4, -15.7], "e_tot_ev": -76355.8032}